# 1
Below is one molecule with the formula C22H28N2O6, with properties calculated with the ωB97M-V functional and the def2-TZVPD basis.

Each line ends with the natural charge from an NBO analysis.
Cartesian coordinates (Å):
1 C -1.003 -3.293 -0.766  -0.640
2 C -0.416 -2.017 -0.184  -0.084
3 H -0.127 -2.169 0.861  0.205
4 H -1.129 -1.192 -0.264  0.190
5 O 0.736 -1.571 -0.904  -0.525
6 C 1.902 -2.161 -0.612  0.810
7 O 2.028 -3.085 0.144  -0.595
8 C 3.030 -1.493 -1.367  -0.506
9 H 2.646 -1.147 -2.328  0.226
10 H 3.825 -2.221 -1.522  0.234
11 C 3.596 -0.277 -0.583  0.169
12 N 2.510 0.653 -0.316  -0.632
13 C 1.561 0.548 0.634  0.651
14 O 1.572 -0.177 1.609  -0.615
15 C 0.412 1.462 0.382  0.107
16 N 0.284 2.172 -0.713  -0.130
17 O -0.907 2.794 -0.655  -0.249
18 C -1.532 2.463 0.486  0.276
19 C -0.734 1.613 1.200  -0.332
20 H -0.897 1.163 2.156  0.248
21 C -2.920 2.979 0.708  -0.116
22 O -3.821 2.490 -0.259  -0.498
23 C -4.019 1.138 -0.376  0.399
24 C -3.673 0.208 0.598  -0.449
25 C -3.918 -1.144 0.380  0.406
26 C -4.516 -1.558 -0.809  -0.315
27 C -4.872 -0.624 -1.760  -0.166
28 C -4.627 0.721 -1.555  -0.315
29 H -4.893 1.463 -2.290  0.226
30 H -5.340 -0.947 -2.677  0.218
31 H -4.692 -2.610 -0.958  0.225
32 O -3.606 -2.132 1.263  -0.514
33 C -3.013 -1.790 2.493  -0.257
34 H -2.041 -1.308 2.353  0.178
35 H -3.666 -1.141 3.087  0.176
36 H -2.869 -2.731 3.021  0.207
37 H -3.223 0.531 1.521  0.221
38 H -2.938 4.064 0.572  0.225
39 H -3.242 2.739 1.729  0.194
40 H 2.264 1.260 -1.086  0.414
41 C 4.616 0.454 -1.468  -0.397
42 C 5.250 1.629 -0.728  -0.402
43 C 5.931 1.150 0.550  -0.396
44 C 4.924 0.434 1.443  -0.396
45 C 4.285 -0.738 0.706  -0.435
46 H 3.564 -1.235 1.352  0.259
47 H 5.056 -1.463 0.437  0.204
48 H 5.419 0.065 2.343  0.212
49 H 4.147 1.134 1.755  0.202
50 H 6.366 1.999 1.080  0.208
51 H 6.742 0.463 0.294  0.191
52 H 5.975 2.120 -1.380  0.210
53 H 4.479 2.359 -0.473  0.201
54 H 5.395 -0.253 -1.759  0.211
55 H 4.126 0.807 -2.379  0.203
56 H -0.293 -4.109 -0.664  0.224
57 H -1.239 -3.152 -1.818  0.209
58 H -1.913 -3.541 -0.228  0.224

Spin multiplicity: 1
E (hartree): -1416.0687

# 2
Below is one molecule with the formula C22H28N2O6S, with properties calculated with the ωB97M-V functional and the def2-TZVPD basis.

Each line ends with the natural charge from an NBO analysis.
Cartesian coordinates (Å):
1 C -8.023 -2.808 -0.036  -0.641
2 C -8.269 -1.428 -0.639  -0.062
3 O -7.469 -0.422 -0.048  -0.523
4 C -6.139 -0.333 -0.339  0.321
5 C -5.512 -1.075 -1.336  -0.307
6 C -4.176 -0.905 -1.633  -0.157
7 C -3.406 0.008 -0.922  -0.174
8 C -4.021 0.748 0.082  -0.216
9 C -5.367 0.597 0.392  0.242
10 O -5.808 1.443 1.365  -0.500
11 C -6.914 1.116 2.191  -0.061
12 C -6.666 -0.131 3.032  -0.639
13 H -7.501 -0.285 3.710  0.217
14 H -6.566 -1.007 2.395  0.209
15 H -5.754 -0.017 3.613  0.211
16 H -7.826 1.005 1.599  0.192
17 H -7.015 1.992 2.838  0.187
18 H -3.496 1.511 0.639  0.217
19 C -1.975 0.145 -1.302  0.681
20 O -1.567 -0.160 -2.402  -0.597
21 N -1.172 0.611 -0.290  -0.596
22 C 0.195 0.861 -0.303  0.158
23 C 0.975 0.739 -1.454  -0.196
24 C 2.332 1.000 -1.393  -0.188
25 C 2.908 1.380 -0.197  -0.368
26 C 2.148 1.512 0.949  -0.179
27 C 0.793 1.257 0.898  -0.235
28 H 0.188 1.363 1.787  0.210
29 H 2.630 1.828 1.861  0.242
30 S 4.675 1.619 -0.092  2.326
31 O 5.202 1.888 -1.396  -0.940
32 O 4.971 2.513 0.988  -0.938
33 N 5.260 0.130 0.368  -0.865
34 H 5.016 -0.106 1.317  0.404
35 C 5.086 -0.959 -0.561  -0.256
36 H 5.306 -0.556 -1.551  0.228
37 C 6.061 -2.100 -0.236  0.095
38 C 7.528 -1.647 -0.293  -0.441
39 H 7.999 -1.916 -1.234  0.220
40 C 8.152 -2.347 0.912  -0.426
41 H 9.012 -1.819 1.316  0.219
42 C 6.972 -2.368 1.880  -0.064
43 H 7.020 -3.172 2.618  0.191
44 O 5.825 -2.592 1.079  -0.541
45 H 6.890 -1.404 2.402  0.159
46 H 8.443 -3.366 0.655  0.203
47 H 7.566 -0.565 -0.167  0.226
48 H 5.864 -2.927 -0.932  0.182
49 H 4.058 -1.349 -0.549  0.193
50 H 2.953 0.926 -2.271  0.241
51 H 0.512 0.441 -2.379  0.255
52 H -1.621 0.764 0.602  0.402
53 H -3.712 -1.478 -2.420  0.237
54 H -6.078 -1.788 -1.914  0.221
55 H -9.293 -1.108 -0.426  0.197
56 H -8.135 -1.443 -1.726  0.175
57 H -8.685 -3.532 -0.502  0.220
58 H -6.993 -3.123 -0.188  0.215
59 H -8.223 -2.787 1.033  0.215

Spin multiplicity: 1
E (hartree): -1814.2570